# C18H35AlAsF6N3O4S3Si3

C18H35AlAsF6N3O4S3Si3 as an isolated structure (ωB97M-V with the def2-TZVPD basis set, OMol25).

As for the lowest unoccupied orbital energy: -5.422 eV. The calculation puts the relative energy (zero: lowest compared OMol25 entry of this formula, charge and spin) at 13.9 kcal per mole. The value obtained for the calculated total energy is -6312.2937 Ha. The calculation puts the gap between HOMO and LUMO at 9.061 eV. The HOMO energy comes out at -0.532 hartree. As for the charge: +2.

Cartesian coordinates (Å):
Al: -0.25 -0.30 -0.26
F: -3.20 1.96 3.70
C: -2.20 2.19 2.89
F: -1.06 2.32 3.53
F: -2.43 3.24 2.12
S: -2.09 0.76 1.72
O: -0.87 1.06 0.87
O: -3.31 0.69 0.97
N: -1.78 -0.49 2.63
S: -1.83 -1.87 1.86
O: -1.33 -1.60 0.45
O: -1.15 -2.91 2.53
C: -3.63 -2.39 1.60
F: -3.69 -3.66 1.89
F: -3.96 -2.18 0.34
F: -4.38 -1.68 2.41
N: -1.77 2.66 -2.95
C: -2.10 1.55 -2.33
S: -0.92 0.25 -2.34
N: -3.29 1.37 -1.81
C: -4.37 2.32 -1.77
C: -4.16 3.62 -1.34
C: -5.23 4.50 -1.31
C: -6.50 4.08 -1.70
C: -6.70 2.77 -2.10
C: -5.63 1.88 -2.14
H: -0.89 2.71 -3.43
H: -2.47 3.36 -3.15
H: -3.47 0.46 -1.39
H: -3.18 3.94 -0.99
H: -5.07 5.52 -0.98
H: -7.33 4.77 -1.67
H: -7.68 2.43 -2.39
H: -5.78 0.86 -2.47
C: 5.02 -0.33 -1.50
Si: 3.20 -0.12 -1.74
C: 2.75 1.69 -1.89
C: 2.51 -1.10 -3.16
As: 2.03 -0.92 0.20
Si: 2.80 0.21 2.20
C: 4.63 -0.08 2.20
C: 2.36 1.99 1.95
C: 1.88 -0.61 3.58
Si: 2.14 -3.34 0.17
C: 3.82 -3.72 -0.49
C: 0.76 -3.88 -0.97
C: 1.94 -3.93 1.91
H: 5.53 -0.12 -2.45
H: 5.29 -1.34 -1.19
H: 5.40 0.38 -0.76
H: 2.82 1.99 -2.94
H: 3.42 2.32 -1.32
H: 1.73 1.89 -1.56
H: 2.91 -0.70 -4.10
H: 1.42 -1.02 -3.21
H: 2.77 -2.16 -3.11
H: 5.13 0.65 1.57
H: 4.88 -1.08 1.84
H: 5.02 0.02 3.21
H: 2.97 2.43 1.16
H: 2.55 2.56 2.87
H: 1.31 2.12 1.70
H: 2.23 -1.63 3.73
H: 0.80 -0.65 3.37
H: 2.02 -0.06 4.51
H: 3.95 -3.39 -1.52
H: 3.99 -4.80 -0.46
H: 4.60 -3.25 0.13
H: 1.14 -4.59 -1.72
H: 0.31 -3.05 -1.52
H: -0.03 -4.38 -0.40
H: 2.81 -3.66 2.52
H: 1.88 -5.03 1.90
H: 1.04 -3.55 2.37

These are the Mulliken partial charges, in e, on atoms 1 to 2: number 1, Al, carries -0.9361; number 2, F, carries -0.1602